1.
Entry from the OMol25 dataset: 3 unconnected molecules or ions with the total composition C2H5BrN2O2 (ωB97M-V/def2-TZVPD).

Geometry as XYZ:
```
12
Properties=species:S:1:pos:R:3:forces:R:3
C -1.309367 1.223231 -3.364146 -0.757 0.624 0.237
C -0.434742 -0.491179 -0.782340 0.368 0.576 1.259
N 1.944199 -0.297253 2.293588 0.356 0.490 1.421
N -0.470017 0.031901 0.442679 -0.012 -0.542 -0.213
O -2.261339 1.699702 -2.955446 -2.113 0.845 1.043
O -0.356379 0.809024 -3.804029 2.904 -1.461 -1.347
Br -2.066658 -1.517843 -1.134070 0.245 0.391 0.295
H 1.247227 -0.376690 3.057927 0.987 0.014 -0.491
H 2.916143 -0.464839 2.660756 -1.669 0.097 -0.571
H -1.264002 -0.104825 1.078312 0.266 0.059 -0.251
H 1.682009 -0.981593 1.615611 0.300 -0.700 -0.366
H 0.372926 0.470365 0.891160 -0.875 -0.392 -1.016
```
Positions in Å, forces in eV/Å.

Values from the calculation:
Highest occupied orbital energy ... -9.08 eV
Calculated total energy ... -2913.1844 hartree
Energy above the lowest of the compared OMol25 structures with the same formula, charge and spin ... 44.5 kcal per mole

***

2.
Entry from the OMol25 dataset: a molecular structure, C14H21O7PS (ωB97M-V/def2-TZVPD).

Geometry as XYZ:
```
44
Properties=species:S:1:pos:R:3:forces:R:3
C 5.701126 -0.301725 0.330347 -0.201 -0.012 -0.047
C 4.881381 -0.269087 -0.961832 -0.134 0.092 0.197
P 3.073972 -0.215918 -0.576381 -0.124 -0.223 -0.064
C 2.374280 -0.564426 -2.231110 0.015 -0.099 -0.099
C 2.890512 1.619542 -0.463509 0.163 0.438 0.248
O 2.544690 2.327120 -1.688323 0.182 -0.220 -0.035
S 2.495767 3.869785 -1.296595 -0.056 0.081 0.067
O 3.811957 4.406630 -1.294866 -0.039 0.043 -0.016
O 1.455389 4.488219 -2.033295 0.020 0.005 -0.079
O 2.041643 3.655180 0.215981 -0.002 0.023 0.084
C 1.905084 2.242113 0.526553 -0.134 -0.435 -0.156
C 0.447688 1.838574 0.374778 -0.100 -0.086 0.130
C 0.100739 0.523348 1.106352 -0.095 -0.010 -0.057
C -0.633881 -0.484987 0.222402 0.056 0.063 -0.052
O -0.647507 0.797527 2.293345 0.065 -0.015 0.037
H 6.762839 -0.155834 0.134404 0.001 -0.052 0.039
H 5.370917 0.480793 1.020060 0.113 0.043 -0.043
H 5.550780 -1.250067 0.848242 0.099 0.006 -0.012
H 5.038938 -1.174098 -1.552410 0.116 0.064 -0.039
H 5.145843 0.602087 -1.566543 0.021 -0.123 -0.138
H 1.314266 -0.316975 -2.267594 0.037 0.033 -0.028
H 2.902074 -0.045127 -3.031678 -0.069 0.070 0.044
H 2.470654 -1.640677 -2.389369 -0.044 0.033 -0.027
H 3.886122 1.977530 -0.167401 -0.026 -0.051 0.049
H 2.235363 2.062109 1.550623 0.064 0.323 0.006
H 0.172068 1.801401 -0.681477 0.081 0.010 0.001
H -0.142566 2.636522 0.830406 0.018 0.019 -0.055
H 1.012683 0.057634 1.484957 0.022 0.071 -0.062
H -0.391875 -1.509871 0.502352 -0.115 0.016 0.069
H -0.388819 -0.361128 -0.833495 0.050 -0.038 0.046
H -1.713493 -0.357182 0.315507 0.039 -0.001 -0.028
H -1.470279 1.225975 2.029519 0.019 -0.047 0.031
C -5.816075 -2.272037 -0.661604 -0.016 -0.005 0.001
C -6.997903 -2.452946 -0.079280 0.015 0.003 -0.009
C -7.125806 -2.526599 1.399330 0.009 0.001 -0.005
O -8.201874 -2.692700 1.929210 -0.010 -0.001 0.005
C -5.883606 -2.388725 2.202795 0.017 0.003 -0.001
C -4.701724 -2.208344 1.620352 -0.021 0.000 0.010
C -4.575933 -2.135539 0.142538 0.012 -0.003 0.026
O -3.497129 -1.968103 -0.385415 -0.047 -0.017 -0.040
H -5.695496 -2.215032 -1.735894 0.016 0.002 0.001
H -7.917360 -2.555158 -0.641370 -0.010 -0.002 0.015
H -6.003768 -2.444665 3.277173 -0.017 -0.003 -0.001
H -3.781680 -2.105140 2.182215 0.010 0.001 -0.015
```
Positions in Å, forces in eV/Å.

Values from the calculation:
Highest occupied orbital energy ... -9.37 eV
Calculated total energy ... -1812.2200 hartree

***

Q: Number 1 is which compound?
A: C2H5BrN2O2